No. 1
DFT (the ωB97M-V functional and the def2-TZVPD basis) results for C3H3AgLiO2 as an isolated structure.

**LUMO level (spin up / spin down)**: -1.8 / -1.8 eV
**Energy above the lowest of the compared OMol25 structures with the same formula, charge and spin**: 3.2716 eV
**E**: -420.89759 Ha
**<S²>**: 0.756

Geometry as ORCA input:
```
! RIJCOSX wB97M-V def2-TZVPD def2/J DEFGRID3
* xyz 0 2
Ag -0.525 2.514 0.712
H 0.242 -0.703 -1.082
O -0.899 0.241 0.397
C -0.743 -2.162 0.148
O 3.432 2.577 0.208
C -0.724 -0.811 -0.526
H -1.471 -0.719 -1.354
C 2.388 2.988 0.336
H -0.411 -2.934 -0.574
Li -1.288 -0.989 1.733
*
```

***

No. 2
DFT (the ωB97M-V functional and the def2-TZVPD basis) results for an isolated ion of composition C6H6NO7S and charge -1.

**LUMO level (spin up / spin down)**: 3.1 / 1.2 eV
**E**: -1211.71680 Ha
**<S²>**: 2.012

Geometry as ORCA input:
```
! RIJCOSX wB97M-V def2-TZVPD def2/J DEFGRID3
* xyz -1 3
H -0.114 -2.106 1.287
O 1.301 0.046 -2.103
H -1.936 -0.348 1.280
O 2.346 0.209 -0.048
O -0.683 1.312 -1.170
S 0.942 0.786 1.925
N -0.463 -1.986 0.348
H 0.683 2.872 0.975
C -2.191 0.179 0.337
C 0.714 -1.045 -1.659
O -0.050 0.148 2.801
C 0.166 -0.837 -0.238
H -0.341 -2.863 -0.068
O 0.356 -1.978 -2.392
C 1.966 0.775 -1.160
H -2.880 -0.410 -0.497
O 0.128 2.231 1.383
O 2.366 1.858 -1.440
H -2.675 1.214 0.296
C 1.262 -0.384 0.643
C -0.896 0.328 -0.499
*
```

***

No. 3
DFT (the ωB97M-V functional and the def2-TZVPD basis) results for an isolated ion of composition C13H21N2 and charge +1.

**LUMO level**: -2.4 eV
**Energy above the lowest of the compared OMol25 structures with the same formula, charge and spin**: 6.1727 eV
**SMILES string**: CN1CC/C2=C/CC=C=C(C1)[N@@H+](C)CC2
**E**: -617.04593 Ha

Geometry as ORCA input:
```
! RIJCOSX wB97M-V def2-TZVPD def2/J DEFGRID3
* xyz 1 1
H 0.605 1.168 3.814
H 0.674 -2.656 1.759
H 0.311 1.745 -3.079
H -1.068 2.749 -2.666
H 0.740 -0.226 -1.108
C 0.482 -2.132 0.689
C 2.572 0.559 -1.036
H 0.682 -2.841 -0.139
H -1.149 -1.956 -1.316
H -2.608 -1.758 -0.483
C -0.467 -0.567 3.091
C 0.597 0.999 1.681
C -1.316 -0.860 1.828
N -0.784 0.845 -1.650
H 0.307 -1.401 3.368
C -1.631 -1.256 -0.614
N 1.379 0.008 -0.322
C 0.341 0.667 2.893
C -2.000 0.110 -1.283
H 2.902 -0.147 -1.737
H -1.290 1.225 -3.647
H -2.598 0.639 -0.587
H -1.264 -0.394 3.940
H -1.390 1.962 0.023
H 2.229 -0.790 1.370
C -0.421 1.672 -0.460
H 2.423 1.522 -1.420
C 0.519 0.885 0.439
C -0.786 1.650 -2.886
H -0.036 2.752 -0.818
C 1.668 -1.241 0.521
H -2.537 -0.220 -2.268
H 2.535 -1.784 -0.031
H 3.329 0.677 -0.251
H -2.102 -0.225 1.714
C -0.846 -1.381 0.673
*
```

***

No. 4
DFT (the ωB97M-V functional and the def2-TZVPD basis) results for CHBr3O as an isolated structure.

**LUMO level**: 0.1 eV
**Energy above the lowest of the compared OMol25 structures with the same formula, charge and spin**: 0.3198 eV
**E**: -7835.96815 Ha

Geometry as ORCA input:
```
! RIJCOSX wB97M-V def2-TZVPD def2/J DEFGRID3
* xyz 0 1
C -5.016 -0.104 -0.745
H -1.072 -0.127 -0.474
Br -0.221 0.839 0.412
O -4.914 -0.040 -1.913
Br -4.960 -1.645 0.246
Br -5.115 1.446 0.254
*
```

***

No. 5
DFT (the ωB97M-V functional and the def2-TZVPD basis) results for C7H28BeN14O11S as an isolated structure.

**LUMO level**: -4.9 eV
**Energy above the lowest of the compared OMol25 structures with the same formula, charge and spin**: 13.3924 eV
**E**: -2290.45961 Ha

Geometry as ORCA input:
```
! RIJCOSX wB97M-V def2-TZVPD def2/J DEFGRID3
* xyz 0 1
N 4.320 2.793 2.609
H 4.250 0.750 -3.717
O -4.058 3.231 -2.119
H 3.333 2.743 2.404
H 3.579 -4.994 -1.859
H 5.155 0.217 1.218
H -3.554 -6.641 2.379
H 2.200 6.799 1.120
N -4.308 -4.658 3.005
C -3.583 -4.762 1.911
Be -1.413 0.489 -0.899
H 1.575 -4.202 1.323
H 2.397 -5.741 1.033
C 0.393 6.421 0.449
C -0.245 1.243 4.904
C 3.155 1.771 -4.995
O -6.411 3.344 -1.750
H 3.513 -6.125 -0.492
C 2.569 -4.328 -0.418
O 6.250 1.759 2.662
N 3.272 -5.248 -0.931
O -3.114 -2.659 -4.012
N 3.188 2.100 -6.249
H -2.605 -6.169 0.949
N -2.853 -4.854 -4.408
H -4.632 -3.713 3.153
H 2.363 2.527 -6.646
H 0.257 1.419 6.869
O 2.121 1.897 -4.271
N -3.290 -5.977 1.665
H 0.353 -0.146 6.253
H -1.190 2.754 4.175
N 2.214 -4.777 0.793
N -0.573 7.247 0.292
H -1.848 -4.809 -4.501
H -0.425 8.246 0.302
N 0.169 0.827 6.056
H 1.074 7.957 1.365
H -4.734 -5.386 3.559
H 4.627 3.475 3.287
O -0.228 0.626 3.841
C 5.121 1.805 2.265
O -4.904 2.620 -0.074
O -4.920 4.903 -0.675
C -3.604 -3.811 -4.176
H 3.903 1.730 -6.858
N -0.778 2.445 5.044
O 0.323 5.225 0.460
H 3.584 1.018 1.446
H -1.484 6.907 0.021
N 4.553 0.874 1.694
H -3.428 -5.627 -4.106
H 5.003 0.994 -5.262
H -0.700 3.075 5.830
H -5.097 -5.052 -3.875
N 4.234 1.176 -4.633
N 1.363 7.218 0.740
S -5.093 3.528 -1.191
H -5.431 -3.344 -3.478
O -3.303 -3.767 1.269
N -4.857 -4.071 -3.879
O 2.253 -3.287 -0.873
*
```

***

No. 6
DFT (the ωB97M-V functional and the def2-TZVPD basis) results for one molecule with the formula H4N3P.

**LUMO level**: -0.4 eV
**Energy above the lowest of the compared OMol25 structures with the same formula, charge and spin**: 1.6378 eV
**SMILES string**: [H]/N=N/[PH2]=N
**E**: -507.89768 Ha

Geometry as ORCA input:
```
! RIJCOSX wB97M-V def2-TZVPD def2/J DEFGRID3
* xyz 0 1
H 1.846 0.989 0.914
N 1.860 0.587 -0.016
N -0.961 0.376 -0.469
N -1.981 0.126 0.181
H 0.338 -1.439 0.700
P 0.622 -0.327 -0.133
H 1.071 -0.961 -1.173
H -2.795 0.649 -0.005
*
```

***

No. 7
DFT (the ωB97M-V functional and the def2-TZVPD basis) results for a 3-piece molecular cluster, C5H12O3 overall.

**LUMO level**: -3.3 eV
**Energy above the lowest of the compared OMol25 structures with the same formula, charge and spin**: 6.7960 eV
**E**: -423.20409 Ha

Geometry as ORCA input:
```
! RIJCOSX wB97M-V def2-TZVPD def2/J DEFGRID3
* xyz 0 1
H -2.940 -1.406 1.671
C -0.056 1.289 0.281
H -0.837 -0.659 0.899
C -2.514 0.516 0.800
H 1.110 -2.024 -2.788
H -0.023 2.342 0.557
H -4.504 -0.572 1.277
O 2.519 1.357 0.406
H -3.676 0.114 2.497
H 2.283 -1.385 -1.899
H -3.049 1.231 0.259
H 1.385 -0.234 0.213
O 1.180 -1.557 -1.969
H 4.335 -0.941 -1.576
O 3.521 -0.511 -1.356
C 1.303 0.765 -0.100
H 1.294 0.806 -1.202
C -3.407 -0.416 1.510
H 3.209 0.889 -0.083
C -1.132 0.396 0.603
*
```

***

No. 8
DFT (the ωB97M-V functional and the def2-TZVPD basis) results for a 2-piece molecular cluster, CH6N2Si overall.

**LUMO level**: 0.6 eV
**Energy above the lowest of the compared OMol25 structures with the same formula, charge and spin**: 5.4346 eV
**E**: -440.48676 Ha

Geometry as ORCA input:
```
! RIJCOSX wB97M-V def2-TZVPD def2/J DEFGRID3
* xyz 0 1
H -3.109 1.211 0.318
N -2.133 0.979 0.458
N -1.547 -0.273 0.074
H -2.063 -1.079 -0.178
H 3.462 -0.095 -0.083
Si 1.979 -0.347 -0.011
H 1.677 -0.292 1.447
H 1.675 -1.661 -0.606
C -1.271 0.795 -0.640
H 1.330 0.763 -0.779
*
```

***

No. 9
DFT (the ωB97M-V functional and the def2-TZVPD basis) results for a 8-piece molecular cluster, C37H89NO15 overall.

**LUMO level**: 0.4 eV
**Energy above the lowest of the compared OMol25 structures with the same formula, charge and spin**: 0.1825 eV
**SMILES string**: CC1(C)CCCC(C)(C)N1O.COCCOC.COCCOC.COCCOC.COCCOC.COCCOC.COCCOC.COCCOC
**E**: -2646.15940 Ha

Geometry as ORCA input:
```
! RIJCOSX wB97M-V def2-TZVPD def2/J DEFGRID3
* xyz 0 1
H -1.964 -2.483 3.635
C -3.475 -1.170 6.213
H -7.505 -2.063 -3.004
O -1.869 0.170 -0.299
H 6.606 0.140 -1.602
C -3.620 -3.085 0.258
H 2.148 5.984 -0.971
C -1.510 3.099 -2.145
C -1.531 5.156 3.409
H -2.566 2.858 -2.353
H -3.232 -2.278 8.056
C -1.090 -4.846 -2.428
C -1.315 5.503 -3.999
H 7.567 1.345 -0.766
H 2.812 0.344 -1.616
C -2.713 -1.851 4.121
H -2.514 -0.830 3.765
H -1.997 -1.076 7.699
H 2.272 5.534 1.471
H -1.486 3.272 0.505
H 0.844 4.754 -1.128
H -4.167 -0.688 -0.234
C -3.083 -1.259 7.665
C 5.118 2.184 -0.901
H -3.808 -3.011 1.342
H 2.803 3.956 3.232
C -1.092 2.852 3.462
C 0.521 -0.356 4.091
H -0.593 -0.144 1.267
H 1.312 -3.346 -0.438
H 3.671 0.478 2.303
H -2.375 -0.104 9.924
H 0.931 -0.583 3.094
C -6.202 -0.742 -0.943
C 0.993 -4.092 -1.170
H -5.315 -1.263 0.944
H 1.205 -3.104 -5.079
O -4.728 -2.639 -0.472
O -0.370 0.719 4.175
O 6.043 2.092 -1.960
C -2.129 -0.188 -1.641
H -1.627 2.746 4.416
C 8.057 1.188 -2.827
C 2.995 3.663 2.190
H -0.995 -4.128 -0.428
H 0.341 1.632 2.448
H 1.442 -4.699 -5.817
H -2.698 -3.311 -2.749
H 9.503 2.494 -4.561
H -6.486 0.184 -0.433
C 0.563 0.713 -0.305
H 0.874 2.336 4.073
H -1.675 5.409 4.466
H 0.338 1.773 -0.107
H -2.807 -4.748 -3.750
H -3.500 -4.155 0.091
H -0.723 -2.876 -1.682
C 0.083 1.875 3.476
H -2.502 4.834 3.017
H -0.191 -6.682 -1.651
H 4.880 1.806 2.125
H -6.357 -3.027 -2.087
H -1.310 0.072 -2.308
C 2.050 0.962 -2.098
H 1.598 -2.772 -2.741
H -3.258 -4.805 -2.099
H 8.624 0.248 -2.853
H 3.921 1.661 3.605
O 0.774 0.523 -1.692
H -8.119 -3.232 -1.819
C -5.067 -1.308 -0.129
H -0.013 -1.255 4.398
H 1.212 -5.103 -0.828
C -1.999 4.073 -0.052
H -0.689 2.287 -3.890
H 7.526 1.344 -3.774
H -3.028 0.319 -1.985
C -0.737 3.270 -3.419
C 1.181 -4.715 -3.629
C 9.926 2.380 -3.555
H 10.527 3.260 -3.326
H -1.215 -5.113 -5.246
H -1.767 -6.302 -0.954
C 1.926 4.920 -1.091
N -0.282 -4.709 -3.647
C -3.441 -0.326 9.777
O -2.557 -1.971 5.508
H -3.633 -1.312 10.219
H -1.138 2.239 -1.582
H 5.652 2.287 0.057
C 7.049 1.143 -1.717
H -5.865 -0.422 -1.941
H 2.744 -3.972 -4.896
C -0.507 -3.900 -1.378
H 1.608 -6.598 -2.582
O -0.713 -5.651 -4.626
C -1.174 -6.267 -1.870
H 1.399 -0.199 4.734
H -3.068 3.829 -0.071
C -0.588 -0.157 0.176
H -1.665 -6.944 -2.572
O -0.574 4.133 3.259
O 2.582 4.168 -0.075
H 4.490 1.296 -0.779
O 8.939 2.263 -2.578
H 10.614 1.521 -3.553
H 1.096 4.206 1.352
O -7.351 -1.542 -1.003
C 1.822 -6.103 -3.535
H -3.688 -2.193 3.758
H -1.819 4.976 0.530
H -3.339 -0.116 5.921
H -0.375 5.779 -3.500
H 2.905 -6.058 -3.631
H 2.776 -4.037 -2.344
C -2.500 -4.385 -2.766
O -3.776 -0.298 8.412
H -1.417 6.077 -4.918
H 2.222 2.018 -1.853
O -1.317 4.145 -4.364
H -2.274 -1.274 -1.709
C -7.320 -2.524 -2.020
H 1.400 -6.783 -4.276
H 0.294 3.594 -3.220
C 1.658 -4.087 -4.941
H -2.683 -2.565 0.046
H -4.509 -1.455 5.993
H 4.549 3.093 -1.060
H -1.793 2.558 2.668
H -2.117 5.762 -3.303
H 2.137 0.902 -3.182
H -4.055 0.425 10.264
O -1.461 4.256 -1.328
H 4.041 3.936 1.977
C 2.158 4.468 1.232
H -0.361 -1.195 -0.124
H -1.172 6.030 2.869
C 1.715 -3.833 -2.499
O 2.804 2.276 2.030
H 2.339 4.532 -2.023
H 1.464 0.467 0.275
C 3.900 1.520 2.512
*
```

***

No. 10
DFT (the ωB97M-V functional and the def2-TZVPD basis) results for C17H33CeO as an isolated structure.

**LUMO level (spin up / spin down)**: -7.0 / -6.9 eV
**E**: -1217.34234 Ha
**<S²>**: 0.752

Geometry as ORCA input:
```
! RIJCOSX wB97M-V def2-TZVPD def2/J DEFGRID3
* xyz 2 2
H -2.688 0.939 -3.639
C -2.203 1.240 -0.966
H 0.843 -0.684 3.082
C 1.392 0.568 -2.099
C 2.223 1.031 0.020
C -2.492 -2.596 2.981
H 1.421 -1.955 -3.138
H -2.880 -0.574 2.299
H 2.019 2.688 1.381
H -2.691 -0.909 -1.186
H 1.833 -2.705 -1.586
H -1.287 -0.406 -2.120
H -0.337 -1.751 3.873
C 1.068 2.996 -1.234
H -2.484 -1.731 0.995
H -3.542 -2.895 2.923
C 1.450 1.556 -1.065
H 1.439 1.333 -4.111
H 0.898 3.491 -0.269
C -0.220 -0.816 3.315
H -2.288 -2.350 4.028
H -0.171 1.348 -3.374
H 3.675 2.072 1.188
H 0.542 -0.186 -3.930
C 0.763 0.773 -3.442
H -3.335 -0.729 -3.613
H -2.107 2.101 -1.647
C 2.701 -0.281 -0.361
O -0.873 -0.988 1.995
C -2.282 -0.067 -1.775
C 3.374 -1.239 0.564
Ce 0.380 -0.591 -0.097
H -0.844 1.280 3.476
H 2.498 1.169 2.168
H -1.773 0.137 4.478
H 3.055 -2.279 0.391
H -3.122 1.351 -0.376
C 2.139 -1.923 -2.308
H 3.134 -2.185 -2.687
H -0.109 0.584 4.924
H -1.891 -3.470 2.711
H 1.882 3.548 -1.734
C -2.263 -1.439 2.028
C -3.148 0.168 -3.008
H -4.101 0.589 -2.667
C 2.616 1.775 1.257
H 3.148 -1.020 1.620
H -1.400 1.312 -0.248
C 2.175 -0.577 -1.676
H 4.465 -1.187 0.435
C -0.776 0.367 4.084
H 0.171 3.117 -1.858
*
```

***

No. 11
DFT (the ωB97M-V functional and the def2-TZVPD basis) results for C38H38N3O8SiV as an isolated structure.

**LUMO level (spin up / spin down)**: 1.3 / 1.9 eV
**Energy above the lowest of the compared OMol25 structures with the same formula, charge and spin**: 3.4341 eV
**E**: -3470.74294 Ha
**<S²>**: 0.757

Geometry as ORCA input:
```
! RIJCOSX wB97M-V def2-TZVPD def2/J DEFGRID3
* xyz -1 2
C 4.321 1.194 -0.104
C 6.256 2.328 0.773
C -2.626 -0.825 -3.613
H 6.290 2.610 2.903
C 0.658 4.822 0.970
H -4.891 -2.538 -5.488
O -2.933 1.857 -0.313
H 1.016 -4.252 -5.445
H -0.445 -2.883 -4.017
H -1.838 4.074 0.218
H 4.097 1.500 3.256
C -3.386 -0.697 -2.448
O -2.344 1.290 2.578
N 2.165 0.009 2.573
C 1.934 -3.817 -0.284
H -1.556 -0.850 3.017
H 2.788 -3.407 -0.829
H -1.556 1.237 -6.376
C 5.546 1.819 -0.302
C 2.505 0.425 1.419
H 1.282 -4.305 -1.009
C -2.482 2.469 2.978
Si -0.944 -0.017 -3.716
H 3.483 -1.450 -3.230
H 0.908 0.650 -6.024
H 1.546 4.923 2.976
C -1.529 3.501 2.304
H 2.353 -0.721 -7.463
H -0.064 5.659 2.896
H 2.872 -0.032 -3.712
C 3.808 1.076 1.183
V 0.220 -0.107 -0.477
O 1.701 0.290 0.349
H 0.637 2.942 -0.228
H 2.419 -3.178 -7.178
C 0.919 -0.428 -5.893
C 0.118 -1.011 -4.912
O 0.627 2.664 1.815
C 0.990 -3.177 -5.575
H -1.067 -2.488 3.568
C -4.667 -1.226 -2.374
C -3.190 -1.491 -4.703
H -0.713 2.605 -2.406
C 0.167 -2.401 -4.772
H 0.031 5.569 0.483
C -0.060 3.466 2.783
O -0.975 0.953 0.203
C -1.583 3.352 -6.084
C -1.427 4.397 -5.182
H 1.729 -3.220 2.340
C 0.200 3.382 0.668
C -1.881 1.974 0.247
H -1.951 4.485 2.506
H 3.790 0.770 -0.947
C 1.184 -2.516 1.720
H 7.209 2.818 0.614
H -2.617 -1.612 -5.618
O -0.315 0.002 -2.220
C -1.111 4.123 -3.860
C 1.192 -2.707 0.402
H 2.191 -0.825 -2.481
C -4.471 -2.020 -4.634
H -1.525 -2.232 1.891
C -5.210 -1.888 -3.466
C 1.740 -1.197 -6.708
H 5.943 1.901 -1.306
C 0.401 -1.463 2.410
C 1.778 -2.575 -6.547
C -1.093 1.746 -4.335
C 0.558 4.848 2.519
C -1.330 3.289 0.778
H 0.092 3.050 3.775
H 1.685 4.966 0.635
H -0.999 4.931 -3.147
N 0.865 -0.330 2.772
H -1.837 3.560 -7.116
H 2.296 -4.554 0.431
H -1.557 5.421 -5.510
H -5.241 -1.112 -1.463
C 5.742 2.208 2.060
O -3.226 2.932 3.859
C -1.420 2.042 -5.660
C -0.947 2.809 -3.444
C 4.522 1.589 2.266
N 3.089 -0.580 -2.888
C -1.030 -1.767 2.747
H -6.211 -2.299 -3.409
H -2.986 -0.160 -1.594
O 0.564 -1.903 -0.484
*
```

***

No. 12
DFT (the ωB97M-V functional and the def2-TZVPD basis) results for one molecule with the formula C5H10N2O.

**LUMO level**: 0.6 eV
**Energy above the lowest of the compared OMol25 structures with the same formula, charge and spin**: 6.7306 eV
**SMILES string**: C=C(/C=N\O)[C@@H](C)N
**E**: -381.03809 Ha

Geometry as ORCA input:
```
! RIJCOSX wB97M-V def2-TZVPD def2/J DEFGRID3
* xyz 0 1
N 0.455 -1.126 -1.209
N -2.582 0.097 0.104
C -0.019 0.882 0.082
H -0.222 3.185 -0.210
O -2.346 -1.156 -0.332
H 0.883 -0.428 2.066
H 0.758 -2.121 -0.859
H -1.304 -1.176 -0.587
H 2.072 -1.573 0.975
C 0.912 -0.281 -0.068
H 1.368 2.327 -0.757
H 1.859 0.324 -0.063
C 0.312 2.206 -0.457
C 0.839 -1.147 1.169
H 0.512 -0.770 -2.254
H -0.194 -1.965 1.072
C -1.608 0.898 0.358
H -1.696 1.823 0.969
*
```